Record 1
This record from the Open Molecules 2025 dataset describes an isolated molecule of C19H15F3N6O5S. The level of theory is the ωB97M-V functional and the def2-TZVPD basis.

The geometry in XYZ format:
```
49
Properties=species:S:1:pos:R:3:forces:R:3:nbo_charge:R:1
H 1.266055 -0.648010 0.061446 0.1336 -1.3726 0.6552 0.207
O -1.324642 1.838824 -1.280845 -0.1447 -0.9811 3.1991 -0.738
F -5.364798 -6.268210 -2.325131 1.4539 2.9172 1.7069 -0.329
C 2.402938 0.347142 2.423734 -0.9862 -0.6548 1.6520 0.039
C -1.818905 -1.404941 -1.224091 2.3792 0.3702 -0.8827 -0.061
C -0.272880 1.447321 -2.080808 -0.5865 0.1191 -0.9490 0.072
O 1.834395 2.209855 -1.019996 0.5857 -1.0607 0.5787 -0.544
C 1.239725 -0.852930 4.582300 0.4335 1.0283 -3.0100 -0.065
O -0.574613 0.255836 0.758701 1.5718 -0.9748 -0.6080 -0.746
C 1.411565 1.449659 0.153939 -0.8247 1.4723 -1.1356 -0.056
C 0.199234 0.099173 -1.581603 0.7815 -0.4796 -3.0993 -0.125
N -0.198462 -2.113391 6.373326 3.5335 3.7323 -5.3400 -0.238
H -0.684773 1.346110 -3.122015 0.7670 0.0544 0.7471 0.207
O 2.905826 -2.588919 4.442379 -0.1456 -3.5239 -0.4552 -0.636
N 1.194232 0.812574 2.952688 1.8956 -0.0325 -2.3095 -0.291
C 2.431104 -1.454532 4.048999 -1.2383 4.5247 -0.2930 0.369
N -0.492053 -1.859281 -2.970047 -1.1607 -0.2042 1.9754 -0.039
H -3.448762 -2.316471 0.648237 0.5873 1.3602 0.7947 0.233
H -1.036485 1.338009 -0.411381 -2.1683 2.0606 -1.4186 0.487
H -2.163228 -0.839781 -0.461463 -1.0057 1.4873 2.1798 0.235
H 2.836249 1.391912 -3.244520 2.0282 0.0887 1.4153 0.464
C -3.370556 -3.341946 -1.249654 3.2371 3.1655 0.2583 -0.042
H 1.089439 -0.003333 -2.278076 -0.6133 -0.7354 1.1818 0.295
H 0.411961 3.419175 -1.738103 -1.0715 1.4959 0.6213 0.196
N -0.739117 -1.010699 -1.928355 1.1897 1.4732 0.1497 -0.173
H 2.602665 -3.167373 3.686258 0.9245 -0.1759 1.4041 0.506
H 2.155948 3.480489 -3.662959 -1.1967 -0.5166 0.8754 0.198
C -2.158015 -2.587053 -1.726680 -1.9527 -0.4254 -0.4607 0.105
C -3.825506 -4.326323 -1.996830 -1.9349 -3.4915 -2.2000 -0.278
C 1.367763 2.696458 -3.423542 2.3799 -1.0788 -1.1590 -0.087
H -3.452731 -4.642762 -2.940349 0.7938 0.3977 -0.7327 0.255
C -3.891991 -2.979853 -0.016669 -0.2214 -2.2273 -1.2032 -0.263
H 0.476135 2.894109 -4.113546 1.3819 -0.6669 0.9192 0.211
H 0.744110 2.079075 0.824791 1.1975 -0.4594 -0.6989 0.239
S 2.990050 0.988008 0.879986 0.3162 0.4298 1.0218 0.338
H -0.176322 0.400450 1.645030 -0.5253 0.1865 -0.3107 0.511
F -5.232914 -3.570221 1.724859 -0.5046 -0.6791 -0.1150 -0.306
H 3.822358 -1.128417 2.370302 0.8568 -0.6738 0.4845 0.243
C -4.843507 -5.144312 -1.568757 -2.0622 -2.0747 1.4459 0.370
C -4.825046 -3.836880 0.470716 -0.7551 -0.2717 0.2837 0.356
F -6.257435 -5.704798 0.334836 0.1962 -0.0103 -0.3673 -0.288
C 0.407025 -1.498001 5.506310 -3.7565 -4.3133 6.3967 0.239
C -5.329041 -4.944261 -0.253439 0.0581 0.4599 -0.4636 0.262
N 0.629345 0.213374 3.917132 0.6773 -1.6757 2.4830 -0.104
O 2.083408 1.401699 -3.775825 -3.4698 1.4987 -1.5448 -0.739
C 3.073323 -0.748315 3.032083 -1.8680 1.4934 -1.5936 -0.290
N -1.387481 -2.787301 -2.811319 0.5439 -1.4303 -1.5141 -0.254
C 0.610987 0.155277 -0.136922 -1.1109 1.4341 0.4119 0.020
C 0.857063 2.512736 -2.006401 -0.5997 -1.0599 -0.9771 0.036
```
Positions in Å, forces in eV/Å.

Computed properties:
Highest occupied orbital energy in eV: -9.004

***

Record 2
This record from the Open Molecules 2025 dataset describes a cluster of 2 separate species, C31H57BrF5N6O6 in total. The level of theory is the ωB97M-V functional and the def2-TZVPD basis.

The geometry in XYZ format:
```
106
Properties=species:S:1:pos:R:3:forces:R:3:lowdin_charge:R:1
N -3.114904 -3.843923 0.802141 0.8800 -0.4301 -0.5992 0.034
N 3.553960 -0.182991 -1.299310 -0.6031 -0.2331 -0.1174 0.015
C -3.250353 3.909011 3.909624 -0.2999 -0.0432 0.1534 -0.209
H -1.220313 -2.862244 -0.827579 0.1626 0.0899 0.1093 0.072
H -0.252570 0.969643 -2.572340 -0.0167 -0.0323 -0.0940 0.173
H -4.409108 6.129762 6.014909 -0.0437 -0.0458 -0.0021 0.091
C -1.252002 0.741492 -0.849131 -1.5845 -0.0509 0.2993 -0.307
H -1.013316 -4.036041 3.218375 0.0588 -0.1275 0.0182 0.080
C 0.210726 -0.361948 -4.692784 0.8401 0.7861 0.2781 -0.064
H -1.229432 1.093533 6.900434 0.0113 -0.0075 -0.0151 0.125
H 2.934812 0.999989 1.512644 0.1435 -0.4722 -0.2777 0.109
H -4.036692 3.739864 3.159763 0.1310 0.0115 -0.1578 0.128
C 2.141570 2.596281 3.226599 -0.2620 0.2177 -0.0422 -0.101
H 1.251097 0.022232 -6.535276 0.1937 -0.0734 -0.1673 0.127
F 1.753566 -4.005339 -5.506797 -0.1516 -0.2591 -0.1519 -0.008
F -0.429545 1.625902 -7.076848 0.7364 0.2703 -0.4525 0.089
H -3.014065 6.305486 4.936836 -0.0228 0.0262 -0.0709 0.089
C 1.101338 0.540709 -5.591857 -1.1347 -0.3991 0.0343 -0.090
C 1.425644 2.471380 1.888577 0.4966 0.1942 -0.0449 -0.221
H -4.663134 6.146102 4.256843 0.0473 0.0660 -0.0182 0.090
C 5.918120 0.036381 -2.101629 -0.9826 -0.4230 0.1910 0.018
H 3.725744 -3.447094 -0.442768 0.0386 -0.1024 0.2578 0.101
C -1.587864 -0.228808 0.261733 0.8416 -0.4939 -0.0890 0.027
H -1.893287 4.029262 6.364366 -0.1758 -0.0942 0.0228 0.123
C 0.416378 2.978867 -5.423035 -0.3422 0.2445 -0.9804 -0.297
C -3.990548 5.823008 5.059027 -0.0910 -0.0644 0.0226 -0.105
F 0.557728 3.209929 -4.121530 0.6810 -0.0259 -0.3457 0.082
H -0.643954 0.241096 -4.385175 -0.1006 0.0910 0.1461 0.119
H 3.729311 -2.873488 -2.091984 -0.2771 0.1735 -0.3284 0.068
C -1.747696 2.023767 7.160840 -0.2530 0.1783 0.1522 -0.201
O 5.051788 1.383723 -0.343526 -0.9691 -1.5789 -1.3412 0.120
H -2.755796 -5.276984 -0.731918 0.4116 -0.0438 0.2737 0.115
N -1.896179 -3.781708 2.795785 0.2445 0.3395 -0.4475 0.108
C 1.115263 -2.508959 -3.863899 0.3092 0.1378 -0.0617 -0.053
C 0.899678 -1.034887 -3.455941 -1.1135 -1.2235 -1.3019 -0.365
C 3.525963 -2.694891 -4.795220 0.2272 -0.0411 -0.6290 -0.017
H -0.272445 3.359798 6.450863 0.0176 -0.0415 -0.0429 0.128
H 2.689862 2.163008 0.218669 0.4555 -0.1453 -0.1405 0.104
H 1.833368 3.508821 3.723947 -0.1611 0.0625 0.2428 0.071
H -1.536033 -1.951408 -3.677092 0.1231 0.4026 -0.3472 0.118
H -2.523863 4.625944 3.508659 0.0222 -0.0128 -0.0202 0.127
C -1.311576 3.119396 6.214779 0.2153 0.0495 0.0584 -0.175
H 3.213983 2.684661 3.079462 0.2049 -0.1389 -0.0071 0.076
H -3.713678 -2.465667 -1.385906 -0.1485 0.1397 -0.1693 0.108
H -3.081652 -0.185600 6.693133 0.0463 -0.0339 0.0563 0.084
H 0.359834 -1.661206 -1.523601 -0.0447 0.1406 0.4073 0.144
C -0.099569 -1.037431 -2.287814 0.9688 -0.1029 -0.1354 -0.166
C 0.373743 1.775944 -5.998931 0.0866 0.2600 0.6562 -0.220
H 1.430673 3.468255 1.453892 -0.2589 0.1154 -0.2287 0.105
C 2.187114 1.524116 0.933574 -0.8191 0.8900 0.4350 -0.171
F 0.239941 4.097894 -6.113495 -0.6396 -0.3388 0.7226 0.158
H 1.330338 -0.341512 0.479982 0.3777 0.0143 0.1541 0.115
C -3.316054 -4.372673 -0.546897 -1.1214 0.5191 -0.4151 -0.200
C -1.452839 -1.645107 -2.644870 -0.5099 -0.9045 0.9903 -0.110
H 3.824452 -3.555204 -4.208368 -0.0384 -0.0490 0.3771 0.085
C -1.657263 -2.939899 -1.817397 -0.2616 0.1095 -0.5189 -0.194
H -2.315741 -1.017360 -2.438337 0.1515 0.4423 -0.0682 0.113
C 1.231829 0.820393 -1.200076 0.0495 0.3341 0.9779 -0.240
H 1.471921 -3.114276 -3.036060 0.1402 0.0372 0.1150 0.114
O 2.191238 -0.544696 -3.133485 -0.3844 -0.0136 0.8938 -0.066
H 4.023323 -2.818502 -5.753731 0.0923 -0.0165 -0.1486 0.092
H 6.277773 -0.893109 -1.659463 0.2549 -0.0952 0.0651 0.103
H -1.133462 -3.739620 -2.335868 0.2092 -0.2223 0.1851 0.123
H 2.198375 -3.002183 -1.131939 -0.1074 -0.1362 -0.2514 0.079
H -1.789140 0.292729 1.187619 -0.0683 0.2995 0.0427 0.097
H -0.755530 -0.899859 0.445199 0.0141 -0.1192 0.1918 0.076
N -0.115182 0.365234 -1.754752 0.2786 0.4704 -0.4515 0.087
C 3.256268 -2.754211 -1.127664 0.1293 0.3483 0.0692 0.042
H -2.120123 0.823155 -1.497081 0.0170 -0.0964 -0.3356 0.157
H -2.436118 -0.842481 -0.011846 -0.2683 0.0212 -0.0845 0.072
H -3.527301 -3.768244 -2.568827 -0.0780 0.1427 -0.2912 0.121
F -1.062374 2.004177 -0.398205 0.5639 0.2858 -0.0390 0.074
Br 3.143973 1.995261 -2.970349 0.0370 -0.1407 0.2312 0.951
C 2.040286 -2.716879 -5.056714 0.3578 -0.2582 0.2164 -0.345
H -0.156019 -4.880777 1.442796 0.0228 -0.0989 0.1328 0.046
N 1.297126 0.624667 0.194050 -0.3977 -0.8522 -0.2002 0.016
H 0.386809 2.180010 2.006118 -0.1136 -0.1575 0.0875 0.089
O -3.860102 4.417543 5.079306 0.2608 0.0508 0.0877 -0.196
N -0.934112 -4.705216 0.820074 -0.2390 -0.4549 -0.4369 0.129
O -3.153454 1.844117 7.115649 0.0389 -0.1539 -0.3070 -0.197
O -1.295453 2.733664 4.844164 -0.0488 -0.0338 -0.0680 -0.139
H -3.204214 1.910676 4.735432 -0.1026 0.1403 0.1029 0.121
C -3.543848 0.518510 7.395898 -0.0525 0.1210 0.0993 -0.112
O 3.544535 -1.311336 0.693965 0.1197 0.0699 -1.2456 0.121
H 5.493781 -0.237177 -3.062097 0.0734 0.1243 -0.2386 0.070
C 2.457146 0.315144 -2.058883 0.6520 0.4046 -1.3015 -0.585
H 3.888221 -1.764776 -4.376887 -0.0872 0.1160 0.2660 0.069
H 1.918922 1.758599 3.877658 0.1155 -0.1825 0.1450 0.076
H 0.175370 -2.951043 -4.169655 -0.2831 0.0516 -0.0106 0.121
H 2.086240 0.745164 -5.198525 0.0132 0.1489 0.3300 0.074
H 6.713838 0.758770 -2.176512 0.1788 0.1332 0.0041 0.095
H 1.817973 -2.066728 -5.898318 -0.2413 0.2775 0.0268 0.136
H -0.213469 -1.142823 -5.306270 -0.1404 -0.2013 -0.0632 0.124
H 1.171916 1.894055 -1.304390 0.1847 0.2066 -0.3030 0.116
C -1.907867 -4.154411 1.421699 0.5293 0.4086 0.8533 -0.556
H -1.939692 -2.769381 2.858377 -0.4601 0.0262 0.2894 0.077
H -4.366915 -4.648612 -0.609490 -0.1465 -0.1911 0.0762 0.114
H -1.471811 2.308300 8.184598 0.1802 -0.0647 -0.0246 0.131
C -3.116324 -3.339436 -1.660743 0.3934 -0.2902 0.5633 -0.178
H -4.624483 0.459607 7.283019 -0.0096 0.0530 0.0278 0.089
H -3.280791 0.236555 8.421111 0.0246 -0.0897 -0.0271 0.091
C -2.550812 2.597898 4.195011 0.0990 -0.0827 -0.0693 -0.186
C 4.827766 0.528551 -1.179103 1.5501 1.7495 1.4609 -0.489
H -3.281830 -2.848714 0.848261 -0.4996 0.0087 0.2827 0.110
C 3.429866 -1.385511 -0.517883 0.4020 -0.0625 1.8709 -0.392
H -2.318591 2.134338 3.230611 0.0485 0.0456 -0.0272 0.108
```
Positions in Å, forces in eV/Å.

Computed properties:
Net charge: +1
Highest occupied orbital energy in eV: -10.921

***

Record 3
This record from the Open Molecules 2025 dataset describes an isolated molecule of C4H5N3O. The level of theory is the ωB97M-V functional and the def2-TZVPD basis.

The geometry in XYZ format:
```
13
Properties=species:S:1:pos:R:3:forces:R:3:nbo_charge:R:1
C 1.048145 -1.160607 1.199142 2.3537 1.3514 -0.4507 0.347
C -0.186037 -1.652461 -0.628549 -3.6710 0.3206 -2.8912 0.647
C 0.132332 0.592237 0.232053 2.9605 4.3283 2.8147 0.667
C -0.162411 2.043481 -0.093414 -1.6304 0.7140 2.5624 -0.676
N -1.058796 -2.254901 -1.427506 0.8037 4.5627 2.7955 -0.643
H -0.141945 2.126079 -1.127534 -0.3540 0.0095 -2.0587 0.230
H 0.471046 2.936539 0.243870 -0.9420 -1.8293 0.4426 0.250
H -1.306640 2.061542 0.255046 2.4244 0.7669 -0.7470 0.241
H -1.773628 -1.353458 -1.521214 1.9833 -3.1575 -0.4821 0.359
O -0.455041 -0.126482 -0.566849 -2.1110 -3.3338 -2.7083 -0.504
N 0.807584 -1.937219 0.162460 0.5570 -1.6084 2.2551 -0.552
H 1.707711 -1.501938 2.037703 -0.7994 -0.2750 -0.9303 0.196
N 0.917681 0.227190 1.234792 -1.5748 -1.8496 -0.6021 -0.563
```
Positions in Å, forces in eV/Å.

Computed properties:
Highest occupied orbital energy in eV: -9.541